# C18H18F7N4OS2Sn

A structure of composition C18H18F7N4OS2Sn (ωB97M-V/def2-TZVPD, the Open Molecules 2025 dataset).

CARTESIAN COORDINATES (ANGSTROEM)
Sn (0.259, -0.081, -0.017)
C (2.852, 2.097, -0.389)
C (1.531, 2.842, -0.296)
N (0.451, 2.106, 0.441)
C (0.474, 2.450, 1.908)
C (1.811, 2.369, 2.619)
C (-0.901, 2.501, -0.092)
C (-2.021, 1.631, 0.478)
N (-1.726, 0.215, 0.192)
C (-2.520, -0.730, 0.891)
C (-2.390, -0.951, 2.258)
F (-1.458, -0.252, 2.939)
C (-3.164, -1.879, 2.923)
F (-2.980, -2.057, 4.231)
C (-4.106, -2.622, 2.238)
C (-4.248, -2.414, 0.881)
F (-5.145, -3.116, 0.189)
C (-3.469, -1.484, 0.210)
F (-3.628, -1.321, -1.103)
H (3.603, 2.759, -0.820)
H (2.783, 1.231, -1.047)
H (3.213, 1.773, 0.584)
H (1.151, 3.073, -1.291)
H (1.674, 3.796, 0.216)
H (-0.247, 1.802, 2.405)
H (0.098, 3.476, 1.976)
H (2.247, 1.374, 2.583)
H (1.633, 2.621, 3.665)
H (2.530, 3.091, 2.235)
H (-0.873, 2.381, -1.176)
H (-1.084, 3.555, 0.125)
H (-2.953, 1.917, -0.014)
H (-2.151, 1.810, 1.549)
H (-4.715, -3.351, 2.752)
F (1.817, -0.867, -4.992)
C (0.859, -1.793, -4.868)
F (1.097, -2.746, -5.767)
F (-0.305, -1.212, -5.180)
C (0.820, -2.358, -3.469)
C (0.920, -3.721, -3.252)
C (0.867, -4.230, -1.959)
C (0.686, -3.355, -0.913)
N (0.578, -2.035, -1.116)
C (0.664, -1.521, -2.365)
S (0.588, 0.232, -2.406)
H (1.045, -4.383, -4.097)
H (0.954, -5.289, -1.769)
H (0.592, -3.692, 0.110)
O (0.069, -2.729, 2.172)
S (1.207, -1.868, 2.429)
N (1.391, -0.659, 1.575)

Multiplicity: 1
Highest occupied orbital energy (Eh): -0.4380
Calculated total energy (eV): -73484.563
Strongest force on any atom (eV/Å): 0.463
Total charge: +1
Energy relative to the best compared isomer or geometry (same formula, charge and spin) (kcal/mol): 0.00

Löwdin population analysis, charges in e, atoms 1 to 6: atom 1 (Sn): 1.1151, atom 2 (C): -0.0848, atom 3 (C): -0.2248, atom 4 (N): -0.2735, atom 5 (C): -0.2116, atom 6 (C): -0.0749